1.
# C31H47Cl5F7I3LiN2O23P5S3

C31H47Cl5F7I3LiN2O23P5S3 as an isolated structure (ωB97M-V/def2-TZVPD, the Open Molecules 2025 dataset).

XYZ file:
```
127
Properties=species:S:1:pos:R:3
C 1.722 -4.998 0.903
C 1.375 -3.731 0.580
C 1.464 -3.052 -0.774
P 2.652 -4.409 -1.542
O 3.183 -3.947 -3.104
Cl 4.525 -4.575 -0.589
C 1.851 -1.454 -0.693
C 2.307 -0.985 -2.131
Cl 1.339 -0.044 -3.249
C 3.529 -1.116 -2.686
C 3.909 -0.625 -4.056
Cl 4.920 -1.820 -1.927
C 3.065 -1.122 0.271
I 3.864 -2.323 1.875
C 3.757 0.030 0.121
C 3.673 1.146 -0.900
I 5.341 0.628 1.374
C 0.541 -0.606 -0.013
C 0.670 0.901 -0.282
C -0.103 1.994 0.474
C 0.753 3.269 0.432
P 0.968 -0.704 1.966
N -0.381 -0.361 2.874
O 1.827 0.707 2.212
N -0.907 -1.070 -0.368
Cl -1.317 -0.332 -2.025
P -2.388 -0.237 0.435
C -3.473 0.817 -0.587
C -2.968 -0.164 2.156
C -1.205 -2.597 -0.687
C -2.493 -2.721 -1.502
O -2.964 -4.029 -1.216
C -4.242 -4.273 -1.763
P -1.847 -3.628 0.954
O -1.100 -2.873 2.190
Cl -3.776 -3.066 1.378
C -0.007 -3.392 -1.408
I 0.050 -3.136 -3.640
P -0.367 -5.298 -1.606
O 0.754 -6.082 -2.164
O -0.893 -6.032 -0.289
O -1.527 -5.476 -2.730
H 2.201 -5.190 1.859
H 1.572 -5.875 0.287
H 1.146 -3.118 1.439
H 4.058 -4.321 -3.222
H 3.277 -1.073 -4.823
H 4.938 -0.889 -4.283
H 3.832 0.462 -4.107
H 2.794 1.235 -1.519
H 4.538 1.063 -1.566
H 3.804 2.107 -0.402
H 1.680 1.121 0.033
H 0.658 1.215 -1.321
H -1.039 2.278 0.011
H -0.311 1.802 1.523
H 0.200 4.132 0.795
H 1.712 3.130 0.934
H 0.974 3.486 -0.616
H -0.561 0.600 3.137
H -0.481 -0.944 3.696
H 2.028 0.667 3.158
H -4.225 1.178 0.118
H -4.018 0.271 -1.356
H -2.995 1.707 -0.990
H -4.043 -0.045 2.087
H -2.588 0.689 2.707
H -2.804 -1.032 2.767
H -2.389 -2.648 -2.584
H -3.272 -2.035 -1.164
H -4.159 -4.517 -2.825
H -4.929 -3.443 -1.585
H -4.646 -5.147 -1.254
H -0.556 -3.516 2.664
H -1.357 -6.841 -0.541
H -1.752 -6.417 -2.739
C -4.790 4.699 -4.491
C -3.395 4.963 -3.986
C -2.288 4.303 -4.781
O -1.274 4.107 -3.783
C -1.890 4.016 -2.588
O -1.359 3.666 -1.578
O -3.187 4.371 -2.685
H -5.034 3.640 -4.405
H -5.523 5.250 -3.903
H -4.881 5.005 -5.533
H -3.218 6.037 -3.893
H -1.907 4.920 -5.590
H -2.581 3.327 -5.175
C 3.865 4.523 2.570
C 2.666 4.267 3.459
O 2.052 5.557 3.600
S 2.248 6.391 2.252
O 1.091 6.225 1.442
O 2.760 7.670 2.575
O 3.400 5.486 1.616
H 4.694 4.952 3.137
H 4.192 3.631 2.045
H 2.939 3.869 4.432
H 1.947 3.601 2.980
C -5.310 -2.023 5.554
F -6.591 -1.768 5.253
F -5.278 -2.515 6.796
F -4.885 -2.997 4.723
S -4.267 -0.514 5.383
O -4.852 0.404 6.322
O -4.454 -0.176 3.976
O -2.935 -0.994 5.695
C -2.719 6.159 -0.211
C -1.683 7.087 -0.807
O -2.315 8.346 -0.708
C -3.169 8.296 0.357
O -3.663 9.239 0.871
O -3.363 7.009 0.739
F -1.445 6.806 -2.119
H -3.443 5.837 -0.962
H -2.289 5.286 0.273
H -0.736 7.111 -0.265
Li 4.900 -5.721 -2.724
C 6.545 -7.195 2.661
F 6.651 -5.877 2.910
F 7.782 -7.685 2.534
F 5.980 -7.767 3.728
S 5.549 -7.500 1.148
O 6.293 -6.803 0.099
O 4.267 -6.891 1.459
O 5.532 -8.933 1.018
```

LUMO energy   -0.08766 hartree
Frontier orbital gap   5.635 eV

2.
# C33H40Cl2GeN3O6Tl

C33H40Cl2GeN3O6Tl as an isolated structure (ωB97M-V/def2-TZVPD, the Open Molecules 2025 dataset).

XYZ file:
```
86
Properties=species:S:1:pos:R:3
Tl 0.495 0.174 -0.347
C 0.737 0.335 5.005
C 0.274 -1.043 4.531
C 1.498 -1.931 4.315
C -0.632 -1.673 5.597
O -0.414 -0.965 3.315
Ge -1.816 0.125 2.760
O -1.921 -0.753 1.105
C -2.431 -2.041 0.846
C -1.375 -3.102 1.164
C -2.785 -2.091 -0.643
C -3.693 -2.315 1.670
O -0.911 1.485 1.778
C -0.810 2.874 2.037
C -0.802 3.619 0.699
C -1.985 3.385 2.877
C 0.508 3.175 2.750
H 1.346 0.259 5.910
H -0.127 0.970 5.221
H 1.327 0.805 4.219
H 2.072 -2.036 5.241
H 2.133 -1.494 3.543
H 1.187 -2.920 3.974
H -0.097 -1.812 6.542
H -0.987 -2.644 5.246
H -1.500 -1.035 5.775
H -0.484 -2.953 0.550
H -1.769 -4.108 0.991
H -1.063 -3.001 2.203
H -1.993 -1.621 -1.229
H -3.715 -1.550 -0.840
H -2.911 -3.124 -0.980
H -3.451 -2.367 2.734
H -4.152 -3.261 1.370
H -4.417 -1.509 1.526
H -1.734 3.454 0.168
H 0.025 3.264 0.077
H -0.678 4.694 0.857
H -2.929 3.127 2.390
H -1.933 4.472 2.990
H -1.983 2.927 3.867
H 1.340 2.763 2.173
H 0.513 2.718 3.738
H 0.656 4.252 2.863
Cl 0.846 2.678 -5.651
C -0.563 2.744 -4.688
C -1.568 3.635 -5.005
C -2.710 3.695 -4.230
Cl -3.925 4.837 -4.670
C -2.910 2.858 -3.085
C -4.051 2.903 -2.267
C -4.129 2.075 -1.179
C -3.059 1.212 -0.905
N -1.994 1.138 -1.680
C -1.906 1.932 -2.749
C -0.656 1.828 -3.557
O 0.237 1.043 -3.283
H -1.455 4.290 -5.857
H -4.843 3.604 -2.495
H -4.992 2.092 -0.526
H -3.039 0.572 -0.027
O 5.184 0.984 -0.962
C 3.966 0.769 -1.091
O 3.021 1.200 -0.391
C 3.637 -0.166 -2.276
C 4.568 -0.264 -3.350
C 4.349 -1.167 -4.339
C 3.216 -2.016 -4.274
C 2.931 -3.015 -5.234
C 1.815 -3.794 -5.113
C 0.936 -3.614 -4.022
C 1.193 -2.661 -3.077
C 2.339 -1.839 -3.184
N 2.565 -0.905 -2.217
H 5.430 0.388 -3.336
H 5.031 -1.260 -5.178
H 3.612 -3.154 -6.067
H 1.601 -4.557 -5.852
H 0.057 -4.239 -3.934
H 0.548 -2.520 -2.219
C 4.810 -1.312 1.319
C 3.465 -1.822 1.072
N 2.383 -2.154 0.886
H 5.523 -1.820 0.671
H 5.081 -1.475 2.361
H 4.841 -0.248 1.082
```

LUMO energy (alpha / beta)   0.06268 / -0.01295 hartree
2S+1   2
Frontier orbital gap (alpha / beta)   5.867 / 3.808 eV
Energy above the lowest of the compared OMol25 structures with the same formula, charge and spin   0.000 eV
Charge   -1

Which formula does entry 2 have?
C33H40Cl2GeN3O6Tl